[1]
# C7H7O5SV

A molecular structure, C7H7O5SV (ωB97M-V/def2-TZVPD, the OMol25 dataset).

Computed properties:
- E_HOMO (spin up / spin down) (eV) = -12.40 / -12.50
- orbital gap (spin up / spin down) (eV) = 7.20 / 6.16
- max |F| (Eh/bohr) = 0.1271
- DFT total energy (eV) = -54122.283

The geometry in ORCA input format:
```
! RIJCOSX wB97M-V def2-TZVPD def2/J DEFGRID3
* xyz 1 4
O 0.25642 -0.21184 -4.79942
C -0.47788 -0.27566 -3.93810
V 0.02050 -0.36952 -0.66777
O 2.29059 -0.40242 -2.74871
C 1.45538 -0.41390 -1.93768
C -2.06330 -0.37099 -1.14746
O -2.99213 -0.27097 -0.36781
C -0.28935 -2.21358 -0.98244
O -0.53789 -3.31347 -1.27289
C -0.43606 1.37734 -1.31198
O -0.60064 2.51840 -1.45521
H -2.19646 -0.49166 -2.24608
C 1.40303 -0.65087 2.62023
S 0.45829 0.29030 1.42890
C -0.18728 1.63782 2.41600
H 1.67082 -1.60643 2.16534
H 0.79457 -0.81181 3.52026
H 2.31250 -0.08571 2.86578
H -1.26870 1.74799 2.28099
H 0.02787 1.36968 3.44641
H 0.35969 2.54730 2.13165
*
```

***

[2]
# C7H8

A single C7H8 molecule (ωB97M-V/def2-TZVPD, the OMol25 dataset).

Computed properties:
- E_HOMO (spin up / spin down) (eV) = -8.11 / -7.31
- orbital gap (spin up / spin down) (eV) = 7.55 / 6.86
- max |F| (Eh/bohr) = 0.1089
- DFT total energy (eV) = -7380.539

The geometry in ORCA input format:
```
! RIJCOSX wB97M-V def2-TZVPD def2/J DEFGRID3
* xyz 0 1
C -1.24708 -0.21773 0.03126
C 1.69780 -0.23362 0.13037
C -1.74185 1.07466 0.03643
C 2.67987 -1.10828 0.07880
C -2.42218 -1.24594 -0.01009
C 1.29874 1.21121 0.09707
C 0.38311 0.09460 0.05796
H -1.18123 1.86516 -0.27450
H -2.67222 1.29463 0.36237
H 2.54946 -2.11241 0.02643
H 3.65998 -0.86830 -0.02159
H -3.40298 -0.87669 -0.35078
H -2.14227 -2.28057 -0.33618
H 1.22399 1.71389 1.05473
H 1.31685 1.68941 -0.88229
*
```

***

[3]
# C7H8

A single C7H8 molecule (ωB97M-V/def2-TZVPD, the OMol25 dataset).

Computed properties:
- E_HOMO (eV) = -9.92
- orbital gap (eV) = 10.95
- max |F| (Eh/bohr) = 0.0096
- DFT total energy (eV) = -7384.965

The geometry in ORCA input format:
```
! RIJCOSX wB97M-V def2-TZVPD def2/J DEFGRID3
* xyz 0 1
C -1.27176 0.45109 -2.86511
C -0.46913 0.50282 -1.96866
C 0.49066 0.47492 -0.86190
C -0.08220 -0.27905 0.37385
C -0.66048 0.69671 1.40546
C 0.92543 -1.15847 0.98192
C 1.73271 -1.90585 1.47241
H -1.97506 0.39996 -3.66676
H 0.76164 1.49845 -0.57422
H 1.41206 -0.00644 -1.20534
H -0.89396 -0.92358 0.01565
H 0.12962 1.34049 1.80764
H -1.42296 1.33008 0.93968
H -1.11704 0.15646 2.23974
H 2.44048 -2.57760 1.90565
*
```

***

[4]
# C7H8

A single C7H8 molecule (ωB97M-V/def2-TZVPD, the OMol25 dataset).

Computed properties:
- E_HOMO (eV) = -8.29
- orbital gap (eV) = 9.20
- max |F| (Eh/bohr) = 0.1517
- DFT total energy (eV) = -7383.260

The geometry in ORCA input format:
```
! RIJCOSX wB97M-V def2-TZVPD def2/J DEFGRID3
* xyz 0 1
C -0.42713 -0.78785 1.46304
C -0.27615 0.56694 1.46784
C 0.28087 1.51768 0.23707
C 0.61815 0.66221 -0.76061
C 0.80214 -0.82268 -0.86583
C -0.27511 -1.48137 0.10786
C -0.05695 1.98070 -1.05249
H -0.91889 -1.30791 2.27767
H -0.40567 1.03373 2.35813
H 1.85770 -1.01626 -0.35502
H 0.56584 -1.28104 -1.81337
H -1.19505 -1.47881 -0.51829
H -0.07723 -2.47160 0.32703
H 0.53062 2.83629 -1.50860
H -1.02313 2.04997 -1.36443
*
```